C23H18AlClN5O5 as an isolated structure, computed with ωB97M-V/def2-TZVPD.

CARTESIAN COORDINATES (ANGSTROEM)
C: -2.792 -1.708 0.145
O: -0.353 0.435 -1.444
Al: -0.279 -0.542 0.042
H: -4.372 -4.665 -0.407
H: 5.041 1.555 -3.503
H: 0.122 3.628 -1.549
H: -1.719 2.870 3.913
C: 0.356 2.785 4.389
C: -3.028 -0.368 0.547
H: 5.030 -1.923 -2.683
Cl: 0.215 3.790 5.781
N: -1.504 -2.111 0.055
O: 1.097 -1.597 -0.568
H: -4.516 1.162 0.773
H: -6.388 -0.319 0.198
H: 2.699 1.041 2.667
O: 2.648 1.617 -3.414
C: -0.655 1.581 2.553
C: 1.368 2.065 -0.912
C: -0.757 2.457 3.652
C: 3.128 -1.956 -1.709
C: 1.613 2.285 4.026
C: 4.115 -1.393 -2.456
C: -5.190 -2.054 -0.036
H: 6.041 0.098 -3.311
C: -1.249 -3.384 -0.178
H: -6.027 -2.714 -0.202
H: -2.781 1.499 2.324
H: -0.205 -3.659 -0.233
C: -4.316 0.126 0.542
N: -1.863 0.253 0.959
C: 0.308 3.076 -0.627
C: 1.737 1.437 2.952
C: -1.839 1.134 1.911
C: 2.847 0.595 -2.828
C: -3.577 -3.944 -0.285
N: 4.007 -0.151 -2.957
H: -0.617 2.598 -0.322
O: 0.742 0.199 1.220
N: 1.905 0.040 -1.934
C: 0.615 1.052 2.208
H: 0.662 3.764 0.134
C: -3.883 -2.585 -0.074
H: 3.220 -2.944 -1.297
C: 1.993 -1.184 -1.358
H: 5.011 0.303 -4.751
C: 5.093 0.481 -3.678
H: -2.010 -5.375 -0.475
O: 2.553 2.201 -0.705
H: 2.483 2.574 4.591
N: 0.920 0.937 -1.576
C: -2.263 -4.338 -0.324
C: -5.387 -0.721 0.215

Computed properties:
Kohn-Sham gap (eV): 7.10
Highest occupied orbital energy (eV): -10.96
Net charge: +1
E_tot (eV): -60950.1793

Atom charges from the natural (NBO) analysis, given in e for atoms 1 to 8: 0.235, -0.722, 1.974, 0.237, 0.254, 0.262, 0.230, -0.089


A 2-piece molecular cluster, CH5FOSi overall, computed with ωB97M-V/def2-TZVPD.

CARTESIAN COORDINATES (ANGSTROEM)
H: -1.340 -0.914 0.283
F: 0.740 1.743 0.117
H: -0.638 1.362 1.796
H: -0.470 0.083 -2.306
H: 0.882 -1.801 -0.207
H: 1.185 0.853 1.890
O: -0.294 -0.866 -2.153
Si: -0.447 -1.528 -0.709
C: 0.384 1.068 1.289

Computed properties:
Kohn-Sham gap (alpha / beta) (eV): 9.06 / 7.26
Highest occupied orbital energy (alpha / beta) (eV): -9.11 / -7.22
E_tot (eV): -13757.0161

Atom charges from the natural (NBO) analysis, given in e for atoms 1 to 8: -0.223, -0.367, 0.151, 0.514, -0.227, 0.133, -1.114, 1.074


A 3-piece molecular cluster, C2H5BrO overall, computed with ωB97M-V/def2-TZVPD.

CARTESIAN COORDINATES (ANGSTROEM)
H: -1.089 0.229 0.955
O: 0.603 -1.648 -0.072
C: 0.017 0.445 0.990
H: 0.103 0.569 2.033
H: 1.655 -1.958 -2.357
H: 0.026 1.438 0.723
Br: 2.557 0.196 -0.167
C: 0.852 -0.474 0.249
H: 0.972 -1.771 -1.346

Computed properties:
Kohn-Sham gap (eV): 8.47
Highest occupied orbital energy (eV): -8.90
E_tot (eV): -74241.3184

Atom charges from the natural (NBO) analysis, given in e for atoms 1 to 8: 0.254, -0.547, -0.758, 0.277, -0.234, 0.257, 0.086, 0.506


One molecule with the formula CH6NPS, computed with ωB97M-V/def2-TZVPD.

CARTESIAN COORDINATES (ANGSTROEM)
H: -1.071 -1.479 -0.134
N: -0.884 -1.033 0.730
H: 0.954 -0.895 -0.883
H: 0.389 2.159 1.829
C: 0.497 -0.011 -1.190
P: -0.358 0.704 0.290
H: -1.590 -1.177 1.437
H: -0.290 -0.222 -1.810
S: 1.254 1.277 1.417
H: 1.099 0.678 -1.686

Computed properties:
Kohn-Sham gap (eV): 9.50
Highest occupied orbital energy (eV): -8.50
E_tot (eV): -22748.2770
Structure (SMILES): CP(N)S

Atom charges from the natural (NBO) analysis, given in e for atoms 1 to 8: 0.364, -1.144, 0.228, 0.139, -0.925, 0.789, 0.380, 0.217


C19H24ClN9O3PbS3Se2Te2 as an isolated structure, computed with ωB97M-V/def2-TZVPD.

CARTESIAN COORDINATES (ANGSTROEM)
C: 5.514 10.908 20.399
Pb: 8.678 11.616 17.515
N: 7.588 14.059 20.736
H: 9.293 12.022 12.452
N: 10.969 11.084 16.270
H: 10.838 10.591 15.366
N: 8.446 10.401 13.453
H: 3.487 9.883 18.635
H: 4.990 10.351 13.742
O: 11.493 10.411 7.940
O: 12.736 8.856 6.484
H: 4.971 9.977 20.633
C: 11.798 8.139 8.895
H: 6.614 10.874 14.094
Se: 9.339 14.255 16.607
H: 10.190 5.840 11.411
N: 5.948 11.109 16.733
S: 12.586 9.429 7.813
C: 11.568 11.280 19.471
H: 12.499 12.482 17.896
Te: 7.354 17.153 18.389
N: 11.521 6.882 8.467
C: 5.910 11.406 19.155
H: 7.740 8.752 14.387
C: 9.187 8.158 12.873
H: 9.845 12.064 20.250
C: 10.775 7.885 10.859
C: 6.866 12.985 20.408
H: 10.835 10.552 11.035
H: 12.223 11.586 20.276
H: 13.532 11.178 18.477
C: 4.265 9.982 17.860
N: 6.742 12.494 19.154
C: 9.341 10.901 12.524
Se: 10.557 15.859 20.241
C: 8.401 9.083 13.600
C: 10.147 10.081 11.773
H: 7.898 14.623 19.971
N: 11.580 8.619 10.086
H: 10.948 4.989 9.125
H: 11.134 12.020 15.839
C: 10.562 6.533 10.650
H: 12.938 10.352 16.404
S: 3.839 9.626 16.248
C: 5.274 10.598 15.713
C: 7.685 14.658 15.528
C: 12.474 11.423 18.255
Te: 9.979 16.769 17.925
N: 5.556 10.827 14.406
O: 13.842 9.776 8.488
H: 6.807 14.559 16.181
H: 7.687 14.357 21.709
C: 10.051 8.678 11.897
H: 11.209 10.257 19.608
H: 11.701 9.520 17.364
H: 9.084 7.085 13.032
C: 12.059 10.524 17.050
S: 6.139 11.901 21.669
H: 7.723 13.924 14.691
Cl: 7.659 16.299 14.787
H: 10.644 13.150 19.280
C: 11.011 6.060 9.382
C: 5.363 10.812 17.943
N: 10.361 12.148 19.339

Computed properties:
Kohn-Sham gap (alpha / beta) (eV): 3.75 / 3.75
Highest occupied orbital energy (alpha / beta) (eV): -7.08 / -7.08
E_tot (eV): -235198.7239

Atom charges from the natural (NBO) analysis, given in e for atoms 1 to 8: -0.445, 1.367, -0.788, 0.210, -0.912, 0.403, -0.518, 0.252


A 2-piece molecular cluster, C2H5N4O2 overall, computed with ωB97M-V/def2-TZVPD.

CARTESIAN COORDINATES (ANGSTROEM)
H: 0.948 -1.004 -1.995
H: -0.592 0.014 -2.311
N: -1.120 0.958 0.878
N: 1.453 -0.117 0.421
H: -0.566 -1.244 -1.094
N: -1.863 -0.006 1.195
O: -2.797 0.428 1.939
C: 0.558 0.506 -0.400
C: 0.032 -0.505 -1.449
N: 2.282 0.613 1.011
H: 0.681 1.664 -0.564
H: 2.743 -0.122 1.563
O: -1.760 -1.184 0.805

Computed properties:
Kohn-Sham gap (alpha / beta) (eV): 8.04 / 7.99
Highest occupied orbital energy (alpha / beta) (eV): -4.02 / -4.23
Net charge: -1
E_tot (eV): -12204.2559

Atom charges from the natural (NBO) analysis, given in e for atoms 1 to 8: 0.182, 0.190, -0.243, -0.227, 0.246, 0.497, -0.554, 0.014